Record 1
Entry from the Open Molecules 2025 dataset: C20H17BrF4I2N5O2PRh as an isolated structure at a distorted geometry (wB97M-V/def2-TZVPD).

**Energy relative to the best compared isomer or geometry (same formula, charge and spin)**: 14.9 kcal/mol
**E_tot**: -5216.0042 Eh
**Orbital gap (spin up / spin down)**: 6.2 / 3.4 eV
**⟨S²⟩**: 6.020
**Lowest unoccupied orbital energy (spin up / spin down)**: -10.11 / -13.70 eV
**HOMO level (spin up / spin down)**: -16.35 / -17.14 eV

ORCA input file:
```
! wB97M-V def2-TZVPD RIJCOSX def2/J DEFGRID3
* xyz 3 5
Rh 1.425 -0.127 -0.513
I 2.804 -1.660 3.668
C 4.491 -0.448 2.825
I 5.614 -1.491 1.344
H 5.207 -0.281 3.664
H 4.007 0.454 2.416
N 3.078 -0.156 -1.679
N 3.305 1.137 -2.367
C 2.740 2.160 -1.687
N 2.704 3.448 -2.109
N 2.159 1.822 -0.487
N 1.926 2.664 0.560
O 1.863 3.877 0.492
O 1.698 1.910 1.553
H 3.915 -0.309 -1.065
H 3.101 -0.918 -2.367
H 2.943 1.126 -3.319
H 2.660 3.677 -3.078
H 2.286 4.130 -1.483
F -1.663 -6.294 0.274
C -1.449 -4.932 0.175
C -2.468 -4.019 0.388
F -3.715 -4.437 0.858
C -2.201 -2.644 0.392
F -3.211 -1.783 0.681
C -0.951 -2.195 0.094
P -0.677 -0.421 0.055
C -1.623 0.126 -1.394
C -1.166 -0.289 -2.657
C -1.836 0.124 -3.802
C -2.903 1.037 -3.654
C -3.263 1.547 -2.442
C -2.642 1.080 -1.287
C -1.242 0.547 1.482
C -1.552 1.934 1.467
C -1.999 2.542 2.644
C -1.931 1.868 3.848
C -1.521 0.554 3.884
C -1.225 -0.118 2.684
C 0.098 -3.117 -0.078
Br 1.895 -2.770 -0.538
C -0.140 -4.499 -0.032
F 0.870 -5.373 -0.088
H -0.437 -1.093 -2.762
H -1.630 -0.279 -4.782
H -3.595 1.150 -4.500
H -4.068 2.249 -2.378
H -2.971 1.351 -0.273
H -1.480 2.531 0.549
H -2.362 3.607 2.551
H -2.316 2.249 4.799
H -1.528 -0.039 4.770
H -1.025 -1.208 2.700
*
```

---

Record 2
Entry from the Open Molecules 2025 dataset: C25H47AsCsN3PS5 as an isolated structure (wB97M-V/def2-TZVPD).

**Energy relative to the best compared isomer or geometry (same formula, charge and spin)**: 17.6 kcal/mol
**E_tot**: -5733.0714 Eh
**Orbital gap**: 8.5 eV
**Lowest unoccupied orbital energy**: -1.86 eV
**HOMO level**: -10.36 eV

ORCA input file:
```
! wB97M-V def2-TZVPD RIJCOSX def2/J DEFGRID3
* xyz 1 1
Cs 0.720 0.778 -0.873
C 1.503 5.159 -0.505
C 1.822 5.011 0.977
S 1.099 3.490 1.673
C 2.395 3.048 2.875
C 2.206 1.623 3.369
S 2.121 0.363 2.061
C 3.849 -0.136 1.805
C 4.744 0.879 1.105
S 4.081 1.358 -0.524
C 4.511 3.128 -0.542
C 3.771 3.855 -1.656
S 1.959 3.762 -1.572
H 1.974 6.059 -0.901
H 0.425 5.251 -0.649
H 1.415 5.865 1.519
H 2.897 4.983 1.144
H 2.338 3.738 3.717
H 3.362 3.168 2.387
H 1.255 1.534 3.895
H 3.003 1.346 4.060
H 3.770 -1.043 1.202
H 4.274 -0.406 2.772
H 5.732 0.444 0.958
H 4.852 1.781 1.704
H 5.587 3.221 -0.697
H 4.259 3.543 0.432
H 4.028 3.416 -2.620
H 4.057 4.907 -1.676
C -5.482 -0.314 -0.478
N -4.355 -0.909 0.239
C -4.373 -0.436 1.622
N -4.359 1.018 1.735
C -5.488 1.556 0.979
N -5.491 1.144 -0.422
C -4.386 1.732 -1.162
P -2.693 1.239 -0.508
C -3.093 -0.596 -0.412
C -3.097 1.590 1.293
H -6.405 -0.678 -0.026
H -5.450 -0.636 -1.521
H -3.508 -0.847 2.149
H -5.283 -0.806 2.098
H -5.466 2.646 1.031
H -6.408 1.196 1.441
H -4.476 2.820 -1.123
H -4.452 1.433 -2.211
H -2.285 -1.096 0.134
H -3.112 -0.994 -1.431
H -3.130 2.673 1.438
H -2.286 1.201 1.916
C 2.126 -4.469 -0.839
As 1.269 -2.712 -0.716
C -0.358 -3.232 -1.668
C 0.535 -2.764 1.137
C -0.123 -4.040 1.551
C 0.614 -5.042 2.181
C 0.012 -6.225 2.578
C -1.341 -6.428 2.347
C -2.084 -5.443 1.714
C -1.479 -4.259 1.320
H 1.478 -5.234 -0.413
H 3.090 -4.488 -0.333
H 2.291 -4.684 -1.894
H -0.779 -4.146 -1.248
H -0.114 -3.408 -2.715
H -1.103 -2.439 -1.621
H -0.176 -1.934 1.182
H 1.356 -2.523 1.811
H 1.671 -4.882 2.366
H 0.598 -6.990 3.072
H -1.817 -7.345 2.669
H -3.140 -5.596 1.528
H -2.076 -3.491 0.837
C 1.903 0.221 -5.203
S 0.703 0.937 -4.057
C -0.434 1.713 -5.226
H 2.347 1.007 -5.810
H 1.419 -0.520 -5.836
H 2.673 -0.258 -4.603
H -0.894 0.955 -5.858
H 0.100 2.442 -5.832
H -1.200 2.217 -4.641
*
```

---

Record 3
Entry from the Open Molecules 2025 dataset: one molecule with the formula CH6P4 at a distorted geometry (wB97M-V/def2-TZVPD).

**Energy relative to the best compared isomer or geometry (same formula, charge and spin)**: 63.2 kcal/mol
**E_tot**: -1406.9735 Eh
**Orbital gap**: 6.3 eV
**Lowest unoccupied orbital energy**: -1.34 eV
**HOMO level**: -7.65 eV

ORCA input file:
```
! wB97M-V def2-TZVPD RIJCOSX def2/J DEFGRID3
* xyz 0 1
C 1.353 -1.888 2.048
P -0.166 -0.264 -1.275
P 1.205 -0.965 0.582
P -2.157 1.898 -2.308
P -0.890 1.498 -0.579
H 0.771 -1.454 2.860
H 1.084 -2.933 1.905
H 2.168 -1.514 -0.246
H 1.803 0.247 0.872
H -3.284 2.113 -1.513
H -1.887 3.261 -2.345
*
```

---

Record 4
Entry from the Open Molecules 2025 dataset: a 6-piece molecular cluster, C27H47BNO14 overall at a distorted geometry (wB97M-V/def2-TZVPD).

**E_tot**: -2189.9776 Eh
**Orbital gap**: 10.3 eV
**Lowest unoccupied orbital energy**: -1.98 eV
**HOMO level**: -12.25 eV

ORCA input file:
```
! wB97M-V def2-TZVPD RIJCOSX def2/J DEFGRID3
* xyz 1 1
C -3.364 1.077 0.464
C -1.921 0.609 0.519
C -1.750 -0.904 0.337
C -0.544 -1.306 -0.498
C 0.806 -1.016 0.138
O 1.477 0.063 -0.403
B 1.732 0.110 -1.792
O 2.280 -0.931 -2.509
O 1.397 1.265 -2.399
C 1.707 -2.204 0.432
O 2.705 -1.678 1.287
C 2.122 -0.686 2.082
N 0.675 -0.583 1.601
H -3.416 2.088 0.867
H -4.005 0.458 1.077
H -3.719 1.115 -0.563
H -1.330 1.143 -0.225
H -1.541 0.895 1.506
H -2.634 -1.264 -0.191
H -1.759 -1.437 1.282
H -0.634 -0.849 -1.483
H -0.619 -2.385 -0.653
H 1.654 -1.636 -2.659
H 1.000 1.846 -1.728
H 2.155 -2.668 -0.439
H 1.132 -2.963 0.972
H 2.129 -0.967 3.135
H 2.595 0.285 2.048
H 0.342 0.372 1.715
H 0.143 -1.254 2.150
O 4.584 0.775 2.569
C 5.227 1.133 1.619
O 6.176 2.074 1.720
C 6.725 2.383 0.423
C 6.424 1.159 -0.435
C 5.114 0.667 0.180
H 6.231 3.283 0.053
H 7.786 2.585 0.537
H 6.363 1.388 -1.496
H 7.200 0.408 -0.295
H 4.243 1.154 -0.265
H 4.986 -0.412 0.138
O -1.917 1.088 -2.642
C -1.789 1.679 -3.680
O -2.497 1.360 -4.780
C -2.057 2.147 -5.907
C -1.392 3.379 -5.301
C -0.836 2.813 -3.994
H -1.357 1.543 -6.488
H -2.921 2.377 -6.525
H -0.645 3.825 -5.954
H -2.146 4.138 -5.085
H 0.157 2.382 -4.118
H -0.821 3.531 -3.183
O -3.351 -0.982 2.808
C -3.012 -1.872 3.533
O -1.692 -2.130 3.757
C -1.555 -3.333 4.557
C -2.892 -3.488 5.271
C -3.864 -2.889 4.254
H -1.351 -4.167 3.884
H -0.714 -3.201 5.232
H -3.107 -4.519 5.538
H -2.897 -2.893 6.185
H -4.198 -3.628 3.523
H -4.726 -2.405 4.704
O -3.309 -5.352 2.101
C -2.749 -5.690 1.099
O -2.862 -6.921 0.570
C -1.988 -7.067 -0.567
C -1.728 -5.643 -1.053
C -1.800 -4.858 0.257
H -1.077 -7.569 -0.236
H -2.486 -7.690 -1.304
H -0.789 -5.539 -1.594
H -2.535 -5.328 -1.714
H -0.836 -4.817 0.770
H -2.198 -3.853 0.139
O 0.266 3.495 -1.026
C 0.430 4.630 -0.666
O 1.362 4.958 0.240
C 1.273 6.363 0.569
C 0.568 7.001 -0.623
C -0.340 5.863 -1.091
H 0.701 6.459 1.493
H 2.277 6.741 0.734
H 0.042 7.916 -0.365
H 1.295 7.236 -1.401
H -1.301 5.858 -0.574
H -0.510 5.856 -2.165
*
```

---

Record 5
Entry from the Open Molecules 2025 dataset: C8H14F6N3O6RbS2 as an isolated structure at a distorted geometry (wB97M-V/def2-TZVPD).

**Energy relative to the best compared isomer or geometry (same formula, charge and spin)**: 49.7 kcal/mol
**E_tot**: -2348.5574 Eh
**Orbital gap**: 8.9 eV
**Lowest unoccupied orbital energy**: -0.21 eV
**HOMO level**: -9.15 eV

ORCA input file:
```
! wB97M-V def2-TZVPD RIJCOSX def2/J DEFGRID3
* xyz 0 1
Rb -0.216 -0.874 0.560
C 4.292 0.162 -0.212
F 4.668 -0.851 -0.965
F 5.442 0.719 0.300
F 3.586 1.107 -0.859
S 3.300 -0.758 1.267
O 2.825 -2.041 0.684
O 4.287 -0.872 2.365
N 2.014 0.436 1.608
S 2.573 1.349 2.778
O 2.606 0.719 4.054
O 3.865 2.030 2.357
C 1.177 2.729 2.748
F 0.008 2.054 2.898
F 1.365 3.518 3.747
F 1.166 3.459 1.620
C -1.317 2.158 -1.884
O -1.340 1.191 -1.040
N -0.208 2.909 -2.078
C -0.171 4.133 -2.840
C 1.069 2.656 -1.389
H -2.201 2.556 -2.405
H -0.317 5.009 -2.210
H -0.917 4.282 -3.620
H 0.753 4.271 -3.402
H 1.375 3.480 -0.745
H 0.949 1.847 -0.668
H 1.859 2.549 -2.132
C -3.233 -3.216 1.114
O -2.881 -1.995 1.077
N -3.357 -4.053 0.098
C -3.960 -5.402 0.310
C -3.328 -3.613 -1.286
H -3.485 -3.742 2.048
H -5.027 -5.483 0.517
H -3.415 -5.986 1.052
H -3.916 -6.028 -0.581
H -2.616 -2.795 -1.397
H -3.027 -4.483 -1.870
H -4.247 -3.130 -1.619
*
```

---

Record 6
Entry from the Open Molecules 2025 dataset: a 2-piece molecular cluster, CH4O2 overall at a distorted geometry (wB97M-V/def2-TZVPD).

**Energy relative to the best compared isomer or geometry (same formula, charge and spin)**: 6.0 kcal/mol
**E_tot**: -190.9408 Eh
**Orbital gap**: 10.7 eV
**Lowest unoccupied orbital energy**: 0.00 eV
**HOMO level**: -10.72 eV

ORCA input file:
```
! wB97M-V def2-TZVPD RIJCOSX def2/J DEFGRID3
* xyz 0 1
C 0.585 1.434 -0.083
O -0.241 0.505 -0.140
H 1.398 1.645 -0.763
H 0.400 2.181 0.755
O -0.659 -2.250 -0.146
H -0.473 -1.317 -0.373
H -1.010 -2.198 0.749
*
```